ORCA calculation (the ωB97M-V functional and the def2-TZVPD basis) on a single C5H6O molecule.

XYZ file:
```
12
C5H6O (the ωB97M-V functional and the def2-TZVPD basis)
O 0.273 1.136 -0.488
C -0.996 1.332 -0.909
C -1.863 0.335 -0.494
C 0.305 -0.034 0.202
C -0.956 -0.507 0.296
C 1.608 -0.538 0.685
H -1.680 -0.662 -1.048
H 2.310 -0.710 -0.137
H 2.055 0.177 1.378
H -1.122 2.268 -1.446
H 1.442 -1.485 1.206
H -1.303 -1.396 0.808
```

Computed properties:
**SMILES**: Cc1ccco1
**E_tot**: -7325.948 eV
**Charge**: 0
**Largest force on an atom**: 2.53 eV/Å
**E_HOMO**: -8.56 eV
**Energy above the lowest of the compared OMol25 structures with the same formula, charge and spin**: 321.97 kJ/mol
**2S+1**: 1

Atom charges from the Mulliken analysis, given in e for atoms 1 to 5: number 1, O, carries -0.300; number 2, C, carries -0.026; number 3, C, carries -0.661; number 4, C, carries 0.417; number 5, C, carries -0.235